Entry from OMol25: a structure of composition C49H46BClN5O6SSiZr (the ωB97M-V functional and the def2-TZVPD basis).

```
111
C49H46BClN5O6SSiZr (the ωB97M-V functional and the def2-TZVPD basis)
Zr -0.32 0.37 1.33
O -1.99 -0.14 4.92
C -1.74 -0.11 3.74
O -0.58 -0.34 3.18
C -2.84 0.11 2.73
C -4.12 0.53 3.18
C -5.12 0.68 2.29
C -4.91 0.32 0.94
C -5.94 0.36 -0.03
C -5.72 -0.09 -1.30
C -4.46 -0.62 -1.65
C -3.44 -0.63 -0.74
C -3.63 -0.13 0.56
N -2.57 -0.16 1.46
H -4.22 0.72 4.24
H -6.09 1.05 2.60
H -6.91 0.74 0.27
H -6.52 -0.07 -2.03
H -4.28 -1.00 -2.64
H -2.48 -1.04 -1.00
S 2.10 -0.45 1.28
C 2.79 1.08 1.94
N 4.11 1.11 1.85
N 4.65 2.25 2.50
C 4.62 2.51 3.84
C 5.39 3.58 4.33
C 5.38 3.91 5.68
C 4.61 3.18 6.59
C 3.87 2.11 6.10
C 3.88 1.75 4.76
N 2.04 2.04 2.47
N 0.65 1.89 2.38
C -0.05 2.67 3.27
C -1.44 2.84 3.14
C -2.17 3.55 4.09
C -1.54 4.15 5.16
C -0.14 4.04 5.26
C 0.60 3.33 4.34
H 5.47 2.59 2.03
H 5.99 4.16 3.64
H 5.98 4.75 6.02
H 4.59 3.45 7.64
H 3.27 1.52 6.79
H 3.31 0.90 4.42
H -1.95 2.51 2.25
H -3.25 3.65 3.97
H -2.10 4.71 5.90
H 0.37 4.51 6.09
H 1.67 3.22 4.43
C -1.93 -4.11 -5.75
C -0.76 -4.44 -5.08
C -0.13 -3.49 -4.29
C -0.63 -2.19 -4.16
C -1.80 -1.88 -4.87
C -2.45 -2.83 -5.65
Si 0.20 -0.91 -3.01
C 2.01 -0.79 -3.47
C 2.92 -0.26 -2.55
C 4.26 -0.10 -2.89
C 4.70 -0.48 -4.16
C 3.81 -1.02 -5.07
C 2.47 -1.18 -4.73
C -0.63 0.69 -3.59
C -0.26 1.15 -4.86
C -0.81 2.30 -5.41
C -1.76 3.03 -4.70
C -2.14 2.60 -3.44
C -1.58 1.45 -2.90
H -2.44 -4.86 -6.36
H -0.35 -5.44 -5.16
H 0.78 -3.77 -3.77
H -2.21 -0.87 -4.81
H -3.36 -2.56 -6.18
H 2.59 0.03 -1.56
H 4.95 0.31 -2.17
H 5.75 -0.36 -4.42
H 4.16 -1.33 -6.05
H 1.79 -1.63 -5.45
H 0.49 0.60 -5.43
H -0.50 2.63 -6.39
H -2.18 3.94 -5.12
H -2.86 3.17 -2.86
H -1.90 1.15 -1.91
Cl 1.03 3.78 -2.36
C 1.08 3.28 -0.63
C 0.15 2.13 -0.37
O -0.95 2.28 0.23
O 0.53 0.95 -0.64
H 0.80 4.13 -0.02
H 2.09 2.96 -0.40
C 0.14 -5.31 -0.62
C 0.59 -3.93 -0.19
C 1.96 -4.00 0.45
O 0.71 -3.12 -1.39
B 0.14 -1.89 -1.22
O -0.44 -1.76 0.07
C -0.49 -3.17 0.64
C -1.91 -3.62 0.35
C -0.22 -3.23 2.12
H 0.97 -5.80 -1.14
H -0.71 -5.28 -1.30
H -0.11 -5.92 0.25
H 2.67 -4.36 -0.30
H 1.95 -4.71 1.29
H 2.31 -3.03 0.81
H -2.12 -3.64 -0.73
H -2.60 -2.92 0.81
H -2.09 -4.62 0.76
H 0.66 -2.66 2.42
H -0.08 -4.28 2.40
H -1.07 -2.84 2.68
```

- HOMO-LUMO gap (alpha / beta): 3.89 / 3.89 eV
- Charge: -1
- ΔE to the lowest compared entry with this formula, charge and spin: 0.000 eV
- HOMO level (alpha / beta): -2.888 / -2.888 eV

---

Entry from OMol25: a structure of composition C49H46ClF3I2N3O8P3S3Y (the ωB97M-V functional and the def2-TZVPD basis).

```
119
C49H46ClF3I2N3O8P3S3Y (the ωB97M-V functional and the def2-TZVPD basis)
Y -1.97 -1.20 -1.41
O -1.02 -5.35 0.13
C -1.16 -4.23 -0.47
N -1.40 -3.07 0.03
C -1.29 -3.00 1.46
C -1.88 -1.79 2.10
C -2.22 -1.76 3.40
C -2.74 -0.62 3.98
C -3.01 0.46 3.15
C -2.59 0.41 1.82
N -2.00 -0.67 1.35
C -0.97 -4.26 -1.96
C -0.18 -5.30 -2.46
C 0.12 -5.27 -3.83
C -0.40 -4.24 -4.58
C -1.26 -3.27 -4.05
N -1.50 -3.31 -2.74
H -1.70 -3.93 2.13
H -0.18 -2.96 1.70
H -2.13 -2.76 4.13
H -3.05 -0.57 5.03
H -3.51 1.36 3.63
H -2.66 1.22 1.10
H 0.11 -6.02 -1.73
H 0.71 -6.01 -4.35
H -0.06 -4.16 -5.66
H -1.63 -2.42 -4.62
C -6.42 1.17 -1.75
C -5.27 2.19 -1.54
O -4.48 2.38 -2.75
P -3.06 1.66 -2.93
S -1.78 1.64 -1.32
S -3.39 -0.12 -3.75
O -2.44 2.66 -4.09
C -1.16 3.22 -4.06
C -0.29 2.53 -5.07
H -6.87 0.89 -0.76
H -6.03 0.31 -2.31
H -7.22 1.63 -2.34
H -4.65 1.86 -0.72
H -5.70 3.16 -1.22
H -0.68 3.08 -2.96
H -1.18 4.38 -4.20
H -0.32 1.41 -4.95
H 0.91 2.91 -4.93
H -0.66 2.66 -6.11
F -0.10 -0.81 -2.07
C 6.61 3.47 -6.92
F 5.90 2.84 -6.03
F 7.37 4.18 -6.10
S 8.94 1.94 -2.62
O 6.57 3.23 -8.06
O 8.36 0.59 -2.43
O 9.23 2.38 -4.02
I 4.73 -9.14 -7.83
I 4.05 -6.37 -9.29
C 1.45 0.68 2.61
P 1.34 0.03 0.81
C 2.64 1.02 -0.10
C 3.81 1.58 0.55
C 4.64 2.33 -0.20
C 4.44 2.50 -1.58
C 3.27 2.08 -2.16
C 2.32 1.39 -1.42
C 2.46 -1.45 0.74
C 2.43 -1.99 -0.59
C 3.23 -3.04 -0.93
C 4.01 -3.64 0.07
C 4.06 -3.16 1.34
C 3.21 -2.07 1.74
P 0.42 2.19 3.04
C 1.69 3.38 2.43
C 1.52 3.79 1.04
C 2.25 4.71 0.41
C 3.17 5.44 1.14
C 3.40 5.09 2.41
C 2.69 4.12 3.09
C 0.62 2.45 4.74
C 0.54 3.69 5.35
C 0.49 3.74 6.81
C 0.45 2.72 7.65
C 0.63 1.39 7.00
C 0.68 1.36 5.62
H 2.30 0.66 3.01
H 1.07 -0.34 3.07
H 3.88 1.57 1.66
H 5.63 2.69 0.28
H 5.17 3.12 -2.22
H 3.14 2.62 -3.15
H 1.37 1.08 -1.93
H 1.93 -1.45 -1.38
H 3.20 -3.33 -1.93
H 4.56 -4.44 -0.20
H 4.77 -3.55 2.13
H 3.21 -1.80 2.78
H 0.53 3.27 0.70
H 1.99 4.93 -0.55
H 3.73 6.33 0.50
H 4.12 5.62 2.92
H 3.01 4.16 4.10
H 0.42 4.48 4.68
H 0.35 4.73 7.08
H 0.41 2.79 8.85
H 0.76 0.39 7.44
H 0.78 0.42 5.15
Cl -6.94 -5.48 3.84
C -6.40 -4.40 2.55
C -5.38 -4.73 1.71
C -4.91 -3.79 0.87
C -5.50 -2.52 0.85
C -6.52 -2.16 1.70
C -6.95 -3.14 2.57
C -4.77 -1.45 0.14
O -5.00 -0.28 0.47
O -4.01 -1.87 -0.77
H -4.85 -5.76 1.84
H -3.96 -3.95 0.19
H -6.73 -1.07 1.78
H -7.67 -2.87 3.49
```

- HOMO-LUMO gap (alpha / beta): 3.29 / 3.98 eV
- Charge: -2
- ΔE to the lowest compared entry with this formula, charge and spin: 5.620 eV
- HOMO level (alpha / beta): -2.583 / -3.268 eV
- Multiplicity: 2

---

Asked for electronic energy across the records above, the calculation gives -3840.1521; -6273.4185 hartree in order.
Asked for max |F| across the records above, the calculation gives 2.37; 7.96 eV/A in order.